1.
A 2-piece molecular cluster, C4H10F2NO5S overall in a non-equilibrium geometry. Source: the OMol25 dataset; level of theory: ωB97M-V with the def2-TZVPD basis set.

Each line ends with the natural charge from an NBO analysis.
Element x y z (Å)
C (1.4116, -1.0168, 0.3090)  -0.6190
C (1.1349, 0.4895, 0.0187)  -0.4283
C (-0.3578, 0.7863, -0.2829)  0.3274
F (-0.3431, 1.7623, -1.2849)  -0.3549
N (-0.9655, 1.3905, 0.9027)  -0.6335
C (-2.2788, 0.9244, 1.1314)  0.8775
O (-2.5910, 0.5627, 2.2006)  -0.5221
O (-3.1122, 0.9993, 0.0145)  -0.6593
S (-4.0469, -0.3171, -0.2008)  2.5671
O (-3.3005, -1.4253, -0.6820)  -0.8889
O (-5.0579, 0.0862, -1.0924)  -0.8723
F (-4.7389, -0.7187, 1.1428)  -0.4216
H (0.8507, -1.3613, 1.1946)  0.2409
H (1.2333, -1.6480, -0.5787)  0.2099
H (2.4797, -1.1383, 0.5720)  0.1793
H (1.4765, 1.0440, 0.9155)  0.2140
H (1.7903, 0.8400, -0.8015)  0.1936
H (-0.9105, -0.0985, -0.6380)  0.1873
H (-0.4377, 1.1771, 1.7433)  0.4031
O (4.2969, -0.5587, -0.9820)  -0.7593
H (4.9332, -1.2547, -0.7064)  0.5857
H (3.7886, -0.8300, -1.7783)  0.5874
H (4.7450, 0.3053, -1.1172)  0.5860

DFT total energy ... -32298.0931 eV
ΔE to the lowest compared entry with this formula, charge and spin ... 0.0000 eV
HOMO level ... -13.786 eV
HOMO-LUMO gap ... 8.03 eV
Charge ... +1
Max |F| ... 3.64 eV/Å

=====

2.
C4H10F6Li2N3O14S6 as an isolated structure in a non-equilibrium geometry. Source: the OMol25 dataset; level of theory: ωB97M-V with the def2-TZVPD basis set.

Each line ends with the natural charge from an NBO analysis.
Element x y z (Å)
Li (-0.3175, -18.6557, 19.2819)  0.9851
Li (-0.0408, -15.5532, 15.3764)  0.9970
N (2.7862, -16.7435, 17.9147)  -1.1301
S (3.6485, -15.7133, 18.9013)  2.3479
O (3.6759, -14.3827, 18.3602)  -0.8914
O (4.7491, -16.1654, 19.7268)  -0.8352
F (2.3430, -15.6268, 19.9049)  -0.5349
S (4.1119, -17.3874, 17.4886)  2.3814
O (4.5709, -18.4665, 18.3213)  -0.9065
O (5.0731, -16.5677, 16.7208)  -0.8807
F (3.3549, -18.2123, 16.3280)  -0.5426
N (-3.6898, -19.9542, 11.2587)  -1.0422
S (-3.9086, -20.2919, 12.9953)  2.3395
O (-5.0120, -21.1436, 13.4724)  -0.8612
O (-3.5240, -19.2015, 13.8299)  -0.9407
F (-2.6256, -21.2216, 13.2978)  -0.5116
S (-5.1533, -19.7105, 11.0501)  2.3721
O (-5.7352, -18.4976, 11.6445)  -0.9072
O (-5.8941, -20.9833, 10.8198)  -0.9085
F (-5.1558, -19.1661, 9.4768)  -0.5391
N (-4.8238, -12.7522, 19.1828)  -0.9830
S (-4.3054, -14.0589, 20.0979)  2.3124
O (-4.3354, -13.7684, 21.5291)  -0.8791
O (-3.4832, -15.1282, 19.6058)  -0.9062
F (-5.6891, -14.9006, 19.9263)  -0.5282
S (-3.3802, -12.3846, 19.0080)  2.3584
O (-2.5336, -13.0558, 18.0088)  -0.9441
O (-2.7126, -11.8018, 20.1690)  -0.8997
F (-3.7338, -10.9933, 18.2942)  -0.5280
C (-3.1317, -21.5891, 21.0171)  -0.2783
O (-2.0322, -21.7210, 20.0689)  -0.5383
C (-1.1648, -22.7886, 20.5274)  -0.0979
C (-0.4815, -22.4173, 21.8740)  -0.1062
O (-0.1624, -20.9777, 21.7691)  -0.5627
C (0.5332, -20.4869, 22.8764)  -0.2681
H (-2.9346, -21.6520, 22.0873)  0.1787
H (-3.9663, -22.2824, 20.9127)  0.1832
H (-3.5841, -20.6178, 20.8172)  0.1981
H (-0.3827, -23.0791, 19.8260)  0.1965
H (-1.7317, -23.7196, 20.5318)  0.1877
H (0.3323, -23.1067, 22.0988)  0.1893
H (-1.0803, -22.7243, 22.7314)  0.1775
H (0.8792, -19.4555, 22.9449)  0.2012
H (1.4890, -21.0102, 22.8485)  0.1708
H (0.0503, -20.6186, 23.8448)  0.1750

DFT total energy ... -119163.1694 eV
ΔE to the lowest compared entry with this formula, charge and spin ... 12.2638 eV
HOMO level ... -7.020 eV
HOMO-LUMO gap ... 5.28 eV
Charge ... -1
Max |F| ... 10.61 eV/Å

=====

3.
A single C4H10FNO3S molecule in a non-equilibrium geometry. Source: the OMol25 dataset; level of theory: ωB97M-V with the def2-TZVPD basis set.

Each line ends with the natural charge from an NBO analysis.
Element x y z (Å)
C (3.0597, 0.3622, 0.5537)  -0.8293
S (1.7578, -0.5712, -0.2625)  2.1168
O (2.0086, -0.8627, -1.6309)  -0.9300
O (1.4740, -1.7171, 0.6034)  -0.9519
C (0.2894, 0.5772, -0.2548)  -0.0307
F (0.4078, 1.3231, 0.9460)  -0.3728
C (-0.9800, -0.1066, -0.4825)  -0.1651
N (-1.9860, 0.7201, -1.1799)  -0.8169
C (-1.5414, -0.7595, 0.7939)  -0.0860
O (-2.4404, -1.7686, 0.4130)  -0.7094
H (3.7038, -0.3461, 0.9114)  0.2524
H (3.3689, 0.9633, -0.2437)  0.2362
H (2.6523, 0.9221, 1.3364)  0.2583
H (0.4033, 1.3491, -1.1066)  0.2231
H (-0.8012, -0.8826, -1.2835)  0.2344
H (-2.8274, 0.2159, -1.2471)  0.3696
H (-2.2805, 1.5183, -0.6610)  0.3517
H (-0.7595, -1.0507, 1.5637)  0.1996
H (-2.0704, 0.0669, 1.4813)  0.1799
H (-1.8893, -2.4020, -0.0676)  0.4698

DFT total energy ... -25493.5857 eV
ΔE to the lowest compared entry with this formula, charge and spin ... 0.8841 eV
HOMO level ... -9.887 eV
HOMO-LUMO gap ... 10.52 eV
Charge ... 0
SMILES ... CS(=O)(=O)[C@H](F)[C@H](N)CO
Max |F| ... 3.61 eV/Å

=====

4.
C4H10I2N as an isolated structure in a non-equilibrium geometry. Source: the OMol25 dataset; level of theory: ωB97M-V with the def2-TZVPD basis set.

Each line ends with the natural charge from an NBO analysis.
Element x y z (Å)
C (0.9253, 1.9141, 0.7897)  -0.6206
C (-0.4607, -0.9458, 1.1704)  -0.4670
C (0.9666, 0.5808, -0.0064)  -0.2414
C (-0.6219, -1.4759, -1.9176)  -0.4888
N (-0.2928, -0.0324, 0.0837)  -0.4457
I (-2.5401, -2.2360, -1.5479)  0.4061
I (-0.5331, 0.1024, -3.1926)  0.4436
H (-0.1320, 2.1625, 1.0205)  0.2058
H (1.4673, 1.8165, 1.7775)  0.2377
H (1.2880, 2.7311, 0.2557)  0.2319
H (-1.1613, -1.6843, 0.7712)  0.2066
H (0.3249, -1.6237, 1.6126)  0.2589
H (-1.0733, -0.4065, 1.9944)  0.2309
H (1.6744, -0.1660, 0.3686)  0.2249
H (1.0708, 0.9105, -1.1242)  0.2020
H (0.1474, -2.2355, -1.8906)  0.2073
H (-1.0497, 0.5880, -0.1652)  0.4078

DFT total energy ... -21991.2931 eV
ΔE to the lowest compared entry with this formula, charge and spin ... 2.5719 eV
HOMO level (spin up / spin down) ... -13.370 / -13.353 eV
HOMO-LUMO gap (spin up / spin down) ... 7.26 / 7.23 eV
Charge ... +1
Max |F| ... 3.91 eV/Å